The following is a DFT calculation (the ωB97M-V functional and the def2-TZVPD basis) of C17H19AsN5ORuS7 as an isolated structure at a distorted geometry.

For the HOMO energy (spin up / spin down), the calculation gives -0.063 / -0.091 Eh. The value obtained for the lowest unoccupied orbital energy (spin up / spin down) is 4.27 / 3.69 eV. As for the expectation value of S²: 8.79. The calculation puts the frontier orbital gap (spin up / spin down) at 6.0 / 6.2 eV. The energy above the lowest of the compared OMol25 structures with the same formula, charge and spin comes out at 0.0000 eV. For the calculated total energy, the calculation gives -166704.423 eV.

The geometry in ORCA input format:
```
! RIJCOSX wB97M-V def2-TZVPD def2/J DEFGRID3
* xyz -2 6
Ru 0.236 0.024 -0.983
C -1.803 0.986 1.830
C -1.113 1.878 0.847
N 0.178 1.849 0.813
N 0.807 2.934 0.234
C 1.764 2.700 -0.569
S 2.274 1.150 -1.188
S 2.655 4.145 -1.158
C 1.360 4.858 -2.236
C 1.353 4.303 -3.631
C 0.686 3.113 -3.915
C 0.707 2.594 -5.201
C 1.387 3.252 -6.218
C 2.048 4.441 -5.943
C 2.028 4.960 -4.655
C -1.893 2.722 -0.066
C -2.932 3.535 0.374
C -3.650 4.330 -0.503
C -3.333 4.274 -1.861
C -2.340 3.441 -2.331
C -1.585 2.623 -1.455
O -0.672 1.833 -1.921
H -1.063 0.441 2.412
H -2.404 1.608 2.502
H -2.474 0.285 1.332
H 0.407 4.696 -1.730
H 1.556 5.931 -2.253
H 0.150 2.600 -3.123
H 0.188 1.665 -5.404
H 1.401 2.841 -7.220
H 2.581 4.964 -6.729
H 2.549 5.888 -4.439
H -3.161 3.561 1.434
H -4.441 4.976 -0.143
H -3.887 4.887 -2.566
H -2.116 3.378 -3.389
S -4.014 -3.620 -1.668
As -2.421 -2.836 -0.547
S -2.039 -0.722 -1.193
S 1.083 -1.704 -1.953
S -2.659 -2.859 1.599
N 0.328 -1.581 1.164
N 0.263 -1.797 2.546
C 1.174 -1.394 3.423
N 0.805 -1.630 4.741
S 2.657 -0.741 3.042
H -0.592 -1.901 0.851
H 1.020 -2.201 0.747
H -0.559 -2.330 2.824
H -0.181 -1.536 4.943
H 1.406 -1.143 5.384
*
```

=====

The following is a DFT calculation (the ωB97M-V functional and the def2-TZVPD basis) of one molecule with the formula C17H19Cl2N3O2.

For the HOMO energy, the calculation gives -0.322 Eh. The value obtained for the lowest unoccupied orbital energy is -0.10 eV. The calculation puts the frontier orbital gap at 8.7 eV. Its structure (SMILES) is O=C(COc1ncnc2c(Cl)cc(Cl)cc12)NC1CCCCCC1. For the calculated total energy, the calculation gives -51548.723 eV.

The geometry in ORCA input format:
```
! RIJCOSX wB97M-V def2-TZVPD def2/J DEFGRID3
* xyz 0 1
O -0.387 1.497 -1.155
C -0.049 1.651 -0.003
N 1.134 1.263 0.503
H 1.293 1.321 1.497
C 2.085 0.467 -0.259
C 2.039 -0.975 0.258
C 2.723 -1.984 -0.672
H 3.065 -2.836 -0.080
C 3.895 -1.423 -1.475
H 3.528 -0.656 -2.157
C 5.033 -0.850 -0.634
H 5.784 -0.455 -1.323
C 4.611 0.261 0.335
H 4.330 -0.166 1.296
C 3.476 1.140 -0.192
H 3.751 1.510 -1.180
H 3.394 2.013 0.460
H 5.476 0.903 0.521
H 5.506 -1.653 -0.065
H 4.301 -2.229 -2.091
H 1.988 -2.359 -1.387
H 0.986 -1.248 0.358
H 2.475 -1.017 1.256
H 1.702 0.483 -1.283
C -0.955 2.388 1.004
H -0.707 2.109 2.033
H -0.862 3.467 0.866
O -2.313 2.090 0.733
C -2.612 0.797 0.718
N -1.710 -0.087 1.076
C -2.068 -1.378 1.044
N -3.219 -1.864 0.701
C -4.174 -0.983 0.334
C -5.458 -1.434 -0.053
C -6.432 -0.541 -0.426
C -6.157 0.834 -0.428
C -4.928 1.322 -0.060
C -3.933 0.414 0.324
H -4.711 2.378 -0.065
Cl -7.408 1.918 -0.907
H -7.407 -0.894 -0.720
Cl -5.778 -3.114 -0.045
H -1.303 -2.082 1.344
*
```

=====

The following is a DFT calculation (the ωB97M-V functional and the def2-TZVPD basis) of a 2-piece molecular cluster, C17H19Cl4N2O6 overall at a distorted geometry.

For the HOMO energy, the calculation gives -0.178 Eh. The value obtained for the lowest unoccupied orbital energy is 2.73 eV. The calculation puts the frontier orbital gap at 7.6 eV. For the calculated total energy, the calculation gives -83288.339 eV.

The geometry in ORCA input format:
```
! RIJCOSX wB97M-V def2-TZVPD def2/J DEFGRID3
* xyz -1 1
C -0.219 -3.414 2.583
C 0.822 -2.636 2.247
C 0.693 -1.114 2.285
N 0.020 -0.514 1.123
C -0.878 0.533 1.624
C -1.782 1.197 0.599
C -2.934 0.325 0.101
C -3.350 -0.862 0.699
C -4.393 -1.595 0.135
C -5.024 -1.167 -1.025
C -4.630 0.023 -1.630
C -3.589 0.749 -1.060
C 0.955 -0.051 0.091
C 0.260 -0.211 -1.290
O 0.581 0.863 -2.194
N 0.505 0.345 -3.510
O -0.536 0.558 -3.998
C 2.205 -0.970 -0.026
C 3.123 -0.661 -1.195
O 3.949 0.178 -1.304
O 2.976 -1.546 -2.254
C 1.502 1.388 0.383
O 2.555 1.383 1.066
O 0.856 2.386 0.039
H -1.212 -3.170 2.222
H -0.047 -4.280 3.212
H 1.784 -3.050 1.960
H 0.128 -0.920 3.191
H 1.670 -0.666 2.483
H -0.373 1.308 2.213
H -1.547 0.046 2.335
H -1.262 1.554 -0.284
H -2.254 2.050 1.090
H -2.861 -1.236 1.586
H -4.697 -2.532 0.585
H -5.817 -1.746 -1.483
H -5.082 0.382 -2.543
H -3.270 1.661 -1.551
H 0.588 -1.137 -1.768
H -0.823 -0.295 -1.195
H 2.808 -0.948 0.874
H 1.808 -1.974 -0.205
H 2.938 -2.444 -1.908
C 4.763 4.424 -0.862
Cl 5.403 4.749 0.762
Cl 3.333 5.432 -1.129
Cl 6.010 4.864 -2.062
Cl 4.346 2.738 -1.012
*
```

=====

The following is a DFT calculation (the ωB97M-V functional and the def2-TZVPD basis) of one molecule with the formula C17H19ClO3.

For the HOMO energy, the calculation gives -0.285 Eh. The value obtained for the lowest unoccupied orbital energy is 0.81 eV. The calculation puts the frontier orbital gap at 8.6 eV. The energy above the lowest of the compared OMol25 structures with the same formula, charge and spin comes out at 0.2578 eV. Its structure (SMILES) is COc1cc(C)ccc1OCCCOc1ccccc1Cl. For the calculated total energy, the calculation gives -36601.288 eV.

The geometry in ORCA input format:
```
! RIJCOSX wB97M-V def2-TZVPD def2/J DEFGRID3
* xyz 0 1
C -3.082 -1.480 2.061
H -3.024 -0.502 2.550
O -2.022 -1.676 1.162
C -1.928 -0.849 0.083
C -2.763 0.221 -0.172
C -2.606 1.007 -1.312
C -1.611 0.679 -2.209
C -0.760 -0.393 -1.970
C -0.883 -1.150 -0.820
O -0.092 -2.199 -0.453
C 0.996 -2.574 -1.263
C 2.175 -1.594 -1.250
C 2.884 -1.491 0.103
O 2.068 -1.047 1.167
C 1.394 0.128 1.159
C 0.331 0.161 2.072
C -0.473 1.267 2.219
C -0.255 2.390 1.436
C 0.804 2.395 0.554
C 1.638 1.293 0.430
Cl 3.001 1.506 -0.639
H 1.011 3.269 -0.045
H -0.890 3.257 1.522
H -1.276 1.256 2.941
H 0.163 -0.736 2.645
H 3.202 -2.486 0.430
H 3.774 -0.859 -0.001
H 1.829 -0.607 -1.549
H 2.909 -1.935 -1.983
H 1.314 -3.538 -0.854
H 0.666 -2.729 -2.300
H -0.006 -0.624 -2.706
H -1.481 1.259 -3.111
C -3.514 2.179 -1.536
H -3.310 2.650 -2.493
H -4.557 1.865 -1.519
H -3.376 2.919 -0.748
H -3.555 0.469 0.517
H -4.055 -1.579 1.566
H -2.981 -2.263 2.811
*
```

=====

The following is a DFT calculation (the ωB97M-V functional and the def2-TZVPD basis) of C17H19F4N3NaOS as an isolated structure at a distorted geometry.

For the HOMO energy, the calculation gives -0.144 Eh. The value obtained for the lowest unoccupied orbital energy is 2.32 eV. The calculation puts the frontier orbital gap at 6.2 eV. The energy above the lowest of the compared OMol25 structures with the same formula, charge and spin comes out at 0.0000 eV. For the calculated total energy, the calculation gives -50577.776 eV.

The geometry in ORCA input format:
```
! RIJCOSX wB97M-V def2-TZVPD def2/J DEFGRID3
* xyz -1 1
Na -0.585 -0.002 -0.339
C -2.302 2.048 2.059
C -0.857 1.803 2.470
N 0.078 1.654 1.364
C 1.364 1.186 1.862
C 1.402 -0.320 2.074
C 0.205 2.913 0.648
C 0.986 2.808 -0.657
N 0.545 1.661 -1.396
C 1.072 1.423 -2.567
C 0.594 0.296 -3.296
F -0.377 -0.464 -2.701
C 1.026 -0.051 -4.544
F 0.508 -1.147 -5.152
C 1.987 0.694 -5.218
C 2.494 1.792 -4.542
F 3.441 2.550 -5.162
C 2.088 2.145 -3.280
F 2.706 3.235 -2.723
H -2.934 1.900 2.933
H -2.590 1.320 1.303
H -2.464 3.054 1.676
H -0.834 0.877 3.041
H -0.528 2.624 3.137
H 1.619 1.701 2.809
H 2.129 1.439 1.128
H 0.558 -0.658 2.669
H 2.320 -0.595 2.593
H 1.363 -0.829 1.112
H 0.672 3.690 1.282
H -0.799 3.243 0.395
H 2.066 2.766 -0.452
H 0.809 3.739 -1.219
H 2.315 0.442 -6.207
O -1.023 -1.875 -0.001
N -1.353 -2.978 0.601
C -1.064 -4.152 0.027
C -1.346 -5.356 0.630
C -1.982 -5.347 1.873
C -2.304 -4.144 2.446
C -1.984 -2.924 1.824
S -2.329 -1.442 2.525
H -0.594 -4.071 -0.943
H -1.071 -6.283 0.150
H -2.227 -6.278 2.364
H -2.801 -4.087 3.403
*
```

=====

The following is a DFT calculation (the ωB97M-V functional and the def2-TZVPD basis) of C17H19FeNPS as an isolated structure at a distorted geometry.

For the HOMO energy (spin up / spin down), the calculation gives -0.149 / -0.265 Eh. The value obtained for the lowest unoccupied orbital energy (spin up / spin down) is 0.30 / -1.85 eV. As for the expectation value of S²: 8.82. The calculation puts the frontier orbital gap (spin up / spin down) at 4.3 / 5.4 eV. The energy above the lowest of the compared OMol25 structures with the same formula, charge and spin comes out at 0.0000 eV. For the calculated total energy, the calculation gives -73931.181 eV.

The geometry in ORCA input format:
```
! RIJCOSX wB97M-V def2-TZVPD def2/J DEFGRID3
* xyz 0 6
C -0.096 0.228 -3.702
C -0.913 1.397 -3.867
C -0.039 2.499 -3.976
C 1.314 2.072 -3.930
C 1.307 0.648 -3.789
Fe 1.261 -1.419 -1.132
P 0.600 -3.451 -2.001
H -0.484 -0.775 -3.545
H -2.006 1.422 -3.869
H -0.381 3.524 -4.028
H 2.208 0.048 -3.661
H 2.200 2.707 -3.891
H 1.435 -4.321 -2.739
H -0.628 -3.558 -2.741
H 0.276 -4.256 -0.859
N 1.076 0.374 -0.545
S 1.391 0.232 1.059
C 0.440 1.527 1.839
C -0.717 2.060 1.283
C -1.447 3.021 1.999
C -1.036 3.484 3.247
C 0.147 2.958 3.771
C 0.892 1.995 3.089
C 0.396 -1.280 1.295
C 1.040 -2.345 1.967
C 0.281 -3.467 2.295
C -1.095 -3.484 2.019
C -1.727 -2.400 1.399
C -0.990 -1.257 1.074
H 1.040 1.320 -0.907
H -1.062 1.718 0.309
H -2.356 3.419 1.569
H -1.610 4.246 3.792
H 0.493 3.320 4.730
H 1.813 1.584 3.509
H 2.119 -2.276 2.138
H 0.772 -4.336 2.737
H -1.682 -4.348 2.313
H -2.792 -2.435 1.168
H -1.440 -0.393 0.582
*
```